1.
C33H74As2F12N6O10SV | the ωB97M-V functional and the def2-TZVPD basis

Properties
lowest unoccupied orbital energy (spin up / spin down)	-0.05 / 0.08	eV
HOMO-LUMO gap (spin up / spin down)	7.857 / 7.991	eV

```
! RIJCOSX wB97M-V def2-TZVPD def2/J DEFGRID3
* xyz 0 2
O -0.08 -0.22 -1.52
V 0.61 -1.62 -1.45
As 1.95 -0.98 -4.99
F 2.90 -0.01 -3.83
F 3.08 -2.34 -4.70
F 0.91 -1.96 -5.93
F 0.78 0.27 -5.08
F 2.94 -0.46 -6.32
F 1.05 -1.61 -3.55
As 0.48 -3.71 1.66
F 0.23 -4.98 2.78
F -1.31 -3.82 1.39
F 0.54 -2.36 0.34
F 2.21 -3.51 1.93
F 0.75 -4.81 0.35
F 0.20 -2.54 2.84
C 3.14 2.74 2.04
C 3.31 1.56 3.05
C 4.73 1.49 3.49
C 4.99 0.64 4.74
C 4.11 1.30 5.88
C 2.68 1.32 5.56
N 2.56 2.00 4.31
O 1.15 2.13 4.02
C 2.05 -0.18 5.53
C 1.85 2.18 6.54
C 2.74 0.30 2.41
H 3.75 2.47 1.10
H 3.57 3.62 2.49
H 2.07 2.84 1.83
H 5.34 1.18 2.62
H 5.02 2.54 3.72
H 6.06 0.58 4.92
H 4.76 -0.34 4.47
H 4.54 2.26 6.07
H 4.15 0.81 6.86
H 2.78 -0.96 5.33
H 1.79 -0.41 6.55
H 1.22 -0.31 4.83
H 0.78 1.97 6.37
H 2.08 1.70 7.49
H 2.19 3.19 6.50
H 2.72 -0.52 3.11
H 3.34 -0.10 1.54
H 1.75 0.34 2.05
H 0.98 3.09 4.10
C -4.92 -0.42 -0.15
C -4.23 0.06 1.10
C -3.68 -1.10 1.84
C -2.70 -0.85 2.98
C -1.62 0.15 2.46
C -2.15 1.35 1.74
N -3.14 0.91 0.75
O -3.57 2.08 -0.01
C -2.83 2.38 2.75
C -1.01 2.07 0.98
C -5.36 0.75 2.00
H -4.23 -1.24 -0.61
H -5.06 0.37 -0.91
H -5.85 -0.99 0.09
H -4.49 -1.81 2.16
H -3.22 -1.81 1.14
H -2.18 -1.77 3.14
H -3.11 -0.58 3.99
H -1.02 -0.45 1.68
H -0.95 0.45 3.25
H -3.74 1.91 3.17
H -2.20 2.65 3.59
H -3.17 3.29 2.21
H -1.26 3.10 0.78
H -0.14 2.10 1.54
H -0.84 1.61 0.02
H -6.28 0.36 1.66
H -5.40 1.89 1.79
H -5.21 0.64 3.07
H -2.91 2.18 -0.70
O 1.36 2.99 -1.22
S 0.45 3.81 -1.90
O -0.88 3.43 -2.12
O 0.42 5.30 -1.28
C -0.09 5.44 0.05
C -1.57 5.65 0.03
C 1.11 4.44 -3.41
H 0.36 6.41 0.39
H 0.21 4.62 0.64
H -1.83 6.32 -0.84
H -1.95 6.13 0.90
H -2.19 4.72 -0.02
H 1.97 5.07 -3.07
H 0.39 5.02 -3.92
H 1.41 3.61 -4.06
C 1.22 -4.22 -2.85
O 1.70 -3.40 -2.02
N 1.53 -5.50 -2.96
C 2.56 -6.20 -2.12
C 1.08 -6.22 -4.15
H 0.45 -3.94 -3.58
H 2.67 -5.56 -1.30
H 3.53 -6.19 -2.69
H 2.13 -7.16 -1.90
H 1.83 -6.96 -4.48
H 0.17 -6.72 -3.88
H 0.83 -5.56 -4.92
C 3.65 -1.21 -1.44
O 2.50 -0.88 -1.12
N 4.62 -0.38 -1.54
C 5.95 -0.79 -1.93
C 4.48 1.06 -1.16
H 3.80 -2.26 -1.65
H 6.02 -1.87 -1.96
H 6.69 -0.51 -1.18
H 6.19 -0.43 -2.93
H 4.55 1.57 -2.09
H 3.53 1.22 -0.70
H 5.31 1.41 -0.50
C -2.16 -2.48 -2.17
O -1.11 -2.71 -1.68
N -3.24 -3.31 -2.16
C -4.38 -3.05 -3.02
C -3.13 -4.58 -1.39
H -2.46 -1.52 -2.65
H -4.47 -3.56 -4.00
H -4.29 -1.99 -3.26
H -5.26 -3.26 -2.48
H -2.74 -5.30 -2.15
H -2.50 -4.42 -0.52
H -4.09 -4.94 -1.07
C -5.58 0.77 -3.95
O -5.93 -0.36 -4.16
N -4.27 1.17 -4.10
C -3.80 2.45 -3.69
C -3.29 0.31 -4.71
H -6.19 1.58 -3.45
H -3.00 2.38 -2.98
H -4.61 3.06 -3.22
H -3.50 3.05 -4.55
H -2.56 -0.02 -3.98
H -3.81 -0.54 -5.22
H -2.80 0.95 -5.48
*
```



2.
C33H76ClN5O8PSi | the ωB97M-V functional and the def2-TZVPD basis

Properties
lowest unoccupied orbital energy	2.25	eV
HOMO-LUMO gap	6.420	eV

```
! RIJCOSX wB97M-V def2-TZVPD def2/J DEFGRID3
* xyz -1 1
C 3.14 -4.92 5.77
C 3.29 -4.77 4.14
C 1.94 -5.29 3.31
C 2.31 -6.11 1.94
C 2.21 -5.20 0.55
C 0.65 -4.93 0.07
C 0.33 -5.31 -1.48
C 0.57 -4.17 -2.60
C 0.80 -2.64 -2.08
C -0.63 -1.76 -2.15
C -1.27 -1.45 -0.67
C -2.29 -2.71 -0.46
C -3.12 -2.70 0.96
C -3.21 -4.29 1.45
C -3.80 -4.45 2.98
C -5.17 -5.37 2.85
N -6.30 -4.43 2.46
C -2.34 -0.17 -0.60
O -2.25 0.51 0.73
P -0.65 0.23 1.45
Cl -0.93 1.72 3.00
C -0.09 1.67 0.32
O -1.14 2.73 0.13
O -0.45 3.85 -0.03
Si 1.52 0.06 1.95
C 2.65 0.23 0.34
C 1.77 -1.79 2.53
C 2.07 1.23 3.38
O -0.29 -1.09 0.37
H 3.83 -5.76 6.24
H 2.04 -5.16 6.13
H 3.44 -3.92 6.35
H 3.54 -3.63 3.93
H 4.25 -5.38 3.82
H 1.43 -6.08 4.04
H 1.15 -4.44 3.16
H 3.40 -6.55 2.10
H 1.56 -7.03 1.90
H 2.72 -5.85 -0.30
H 2.83 -4.21 0.64
H -0.02 -5.66 0.75
H 0.29 -3.84 0.38
H -0.78 -5.73 -1.56
H 1.02 -6.24 -1.77
H 1.45 -4.51 -3.33
H -0.40 -4.15 -3.30
H 1.37 -2.51 -1.07
H 1.49 -2.11 -2.90
H -1.40 -2.23 -2.92
H -0.34 -0.70 -2.61
H -1.81 -3.77 -0.57
H -3.10 -2.63 -1.33
H -2.70 -1.98 1.78
H -4.23 -2.38 0.70
H -3.86 -4.83 0.62
H -2.09 -4.70 1.43
H -2.97 -5.03 3.60
H -4.00 -3.36 3.38
H -4.97 -6.15 1.97
H -5.34 -5.92 3.87
H -6.38 -4.42 1.41
H -7.19 -4.72 2.91
H -3.47 -0.51 -0.74
H -2.18 0.72 -1.35
H -1.10 -0.67 2.49
H 0.79 2.22 0.91
H 0.28 1.24 -0.73
H -1.02 4.62 0.30
H 3.74 -0.16 0.52
H 2.08 -0.29 -0.54
H 2.72 1.39 0.08
H 1.05 -2.10 3.40
H 1.61 -2.45 1.55
H 2.92 -1.88 2.79
H 1.88 2.37 3.13
H 1.51 0.93 4.37
H 3.22 1.04 3.57
C 1.55 3.23 -4.94
O 1.58 2.90 -6.12
N 0.52 3.90 -4.31
C 0.57 4.25 -2.91
C -0.65 4.26 -5.09
H 2.39 3.00 -4.26
H -0.27 3.77 -2.40
H 0.50 5.33 -2.82
H 1.51 3.91 -2.45
H -1.10 3.36 -5.50
H -0.34 4.91 -5.91
H -1.37 4.79 -4.46
C 3.28 4.96 4.95
O 3.32 4.10 4.09
N 2.32 5.08 5.93
C 2.34 6.14 6.92
C 1.24 4.11 5.97
H 4.05 5.75 5.01
H 2.40 5.69 7.91
H 1.42 6.72 6.83
H 3.20 6.79 6.77
H 1.67 3.11 6.10
H 0.70 4.14 5.03
H 0.56 4.32 6.80
C -3.32 7.01 1.15
O -2.13 7.02 0.86
N -4.30 6.29 0.50
C -5.69 6.33 0.91
C -3.93 5.47 -0.64
H -3.71 7.60 2.00
H -6.01 5.32 1.17
H -6.29 6.71 0.07
H -5.83 6.99 1.77
H -3.20 4.73 -0.31
H -3.48 6.10 -1.40
H -4.81 4.96 -1.05
C 1.40 1.35 -10.24
O 1.14 1.13 -11.41
N 2.67 1.45 -9.71
C 2.90 1.71 -8.30
C 3.81 1.27 -10.58
H 0.61 1.50 -9.49
H 3.47 2.64 -8.21
H 3.46 0.88 -7.87
H 1.95 1.82 -7.76
H 3.77 2.03 -11.37
H 3.77 0.28 -11.04
H 4.75 1.38 -10.02
*
```



3.
C33H77Cl6N5O13P2 | the ωB97M-V functional and the def2-TZVPD basis

Properties
lowest unoccupied orbital energy	0.24	eV
HOMO-LUMO gap	9.220	eV

```
! RIJCOSX wB97M-V def2-TZVPD def2/J DEFGRID3
* xyz 0 1
C -2.46 -0.56 2.46
C -1.93 -0.35 1.12
O -0.90 -1.28 0.86
P 0.30 -0.92 -0.16
O -0.10 -0.60 -1.60
O 1.13 0.25 0.65
C 1.42 1.48 -0.05
C 2.73 1.95 0.52
O 1.24 -2.21 -0.01
C 2.32 -2.40 -0.94
C 3.56 -2.21 -0.06
H -2.50 -1.63 2.67
H -1.96 0.02 3.24
H -3.42 -0.05 2.45
H -2.66 -0.38 0.32
H -1.58 0.69 1.12
H 1.49 1.24 -1.11
H 0.53 2.11 0.00
H 2.61 2.06 1.60
H 3.60 1.37 0.21
H 2.83 2.96 0.13
H 2.18 -3.40 -1.36
H 2.33 -1.67 -1.75
H 3.74 -1.17 0.22
H 3.60 -2.86 0.82
H 4.48 -2.39 -0.61
C 4.22 0.01 6.62
C 4.79 -0.12 8.03
O 4.66 1.07 8.75
P 3.36 1.48 9.68
O 3.41 1.11 11.14
O 3.14 3.04 9.31
C 3.40 4.04 10.27
C 2.38 4.07 11.42
O 2.16 0.65 8.91
C 0.81 0.99 9.12
C 0.14 -0.39 8.89
H 3.16 0.25 6.60
H 4.86 0.55 5.92
H 4.38 -1.03 6.35
H 4.44 -0.92 8.68
H 5.87 -0.13 7.89
H 4.32 3.79 10.80
H 3.48 5.03 9.82
H 2.31 3.23 12.11
H 2.69 4.88 12.08
H 1.38 4.32 11.04
H 0.71 1.15 10.19
H 0.53 1.87 8.54
H 0.07 -1.10 9.72
H -0.89 -0.15 8.63
H 0.62 -0.92 8.06
C 2.70 -1.22 -11.29
N 2.65 -1.88 -9.90
C 2.29 -1.09 -8.76
C 2.89 -3.22 -9.88
O 2.78 -3.85 -8.86
H 2.94 -1.92 -12.08
H 3.57 -0.56 -11.22
H 1.87 -0.64 -11.68
H 1.40 -0.54 -9.07
H 1.91 -1.68 -7.94
H 3.12 -0.42 -8.49
H 3.17 -3.67 -10.84
C -0.05 -6.63 3.84
N -1.33 -7.19 3.39
C -1.22 -7.77 2.06
C -2.43 -7.14 4.11
O -3.47 -7.67 3.82
H -0.22 -5.99 4.71
H 0.30 -6.11 2.95
H 0.69 -7.41 4.02
H -0.64 -7.23 1.32
H -0.71 -8.73 2.16
H -2.18 -8.07 1.63
H -2.23 -6.59 5.04
C -8.97 -3.92 1.04
N -8.70 -4.02 -0.37
C -7.60 -4.86 -0.71
C -9.46 -3.28 -1.21
O -9.46 -3.50 -2.45
H -8.38 -3.09 1.44
H -8.83 -4.91 1.47
H -10.03 -3.82 1.25
H -7.22 -4.80 -1.74
H -6.71 -4.85 -0.08
H -7.82 -5.92 -0.64
H -10.04 -2.51 -0.67
C -8.58 7.16 2.60
N -9.13 6.11 1.81
C -9.60 6.59 0.46
C -9.18 4.80 2.13
O -9.52 3.80 1.45
H -9.21 8.05 2.65
H -7.61 7.37 2.14
H -8.46 6.91 3.66
H -10.16 7.53 0.46
H -8.70 6.88 -0.09
H -10.14 5.85 -0.13
H -8.83 4.71 3.17
C 7.94 7.21 -2.71
N 7.86 6.99 -4.17
C 8.00 8.15 -5.04
C 7.52 5.79 -4.66
O 7.31 4.74 -4.05
H 7.75 6.27 -2.19
H 7.24 7.99 -2.41
H 8.92 7.60 -2.43
H 8.04 7.96 -6.11
H 7.26 8.94 -4.93
H 8.92 8.64 -4.74
H 7.41 5.86 -5.76
Cl -4.32 2.08 -6.07
C -5.99 1.99 -5.44
C -6.00 2.27 -3.93
Cl -5.17 3.80 -3.52
H -6.35 0.97 -5.58
H -6.60 2.65 -6.05
H -5.39 1.43 -3.58
H -7.00 2.40 -3.52
Cl 9.71 -2.88 -5.33
C 9.61 -1.31 -6.22
C 8.85 -1.53 -7.59
Cl 8.42 0.00 -8.25
H 10.53 -0.75 -6.33
H 8.92 -0.74 -5.60
H 7.93 -2.11 -7.44
H 9.56 -1.90 -8.33
Cl -4.26 -4.29 -6.21
C -2.49 -4.35 -6.13
C -2.14 -5.11 -4.86
Cl -2.71 -6.80 -4.90
H -2.08 -3.34 -6.13
H -2.07 -4.81 -7.02
H -2.47 -4.56 -3.98
H -1.05 -5.17 -4.81
*
```



| no. | M (g mol⁻¹) |
| --- | --- |
| 1 | 1175.8 |
| 2 | 765.5 |
| 3 | 1026.7 |